(P)
16
Properties=species:S:1:pos:R:3 method="wB97M-V/def2-TZVPD" total_charge=0
C -1.382 -0.388 0.801
C -0.303 0.383 -2.324
C 1.846 0.460 1.422
C -0.083 -0.202 0.052
O -0.667 0.703 -0.984
O 0.500 0.745 1.050
O -1.813 -1.566 1.072
O 0.575 -1.193 -0.306
H -2.655 -1.556 1.555
H -1.962 0.478 1.116
H -0.269 -0.697 -2.480
H -1.048 0.843 -2.974
H 0.684 0.793 -2.557
H 2.538 0.859 0.675
H 2.022 0.953 2.378
H 2.017 -0.615 1.505

---

(Q)
16
Properties=species:S:1:pos:R:3 method="wB97M-V/def2-TZVPD" smiles="O=CCCC(=O)O.O" total_charge=0
O -1.372 -1.367 0.470
C -2.139 -1.324 -0.429
C -1.561 -0.387 -1.549
C 0.021 -0.349 -1.496
C 0.503 0.870 -0.769
O -0.029 1.277 0.252
O 1.581 1.474 -1.335
H -3.253 -1.575 -0.453
H -1.916 -0.602 -2.545
H -1.863 0.715 -1.630
H 0.530 -0.494 -2.450
H 0.289 -1.382 -1.082
H 1.685 2.363 -1.121
O 2.227 -0.270 4.079
H 1.610 -0.744 3.649
H 2.721 -0.057 3.362

---

(Q) is preferred energetically. Next in line: 1.949 eV higher.

---

(P)
64
Properties=species:S:1:pos:R:3 method="wB97M-V/def2-TZVPD" smiles="Cc1ccc([C@H](C(=O)NCc2ccco2)N(CCc2ccccc2)C(=O)Cn2nnc3ccccc32)o1" total_charge=0
C 5.351 -1.279 -3.510
C 4.688 -0.529 -2.412
C 5.184 0.300 -1.451
C 4.078 0.726 -0.676
C 2.981 0.122 -1.216
C 1.536 0.191 -0.874
C 1.192 1.638 -0.454
O 1.499 2.052 0.643
N 0.609 2.387 -1.407
C 0.147 3.729 -1.127
C -1.346 3.814 -1.082
C -2.305 2.861 -0.914
C -3.546 3.545 -0.949
C -3.248 4.856 -1.137
O -1.915 5.033 -1.224
N 1.134 -0.651 0.261
C 2.066 -1.559 0.881
C 2.168 -2.884 0.096
C 0.829 -3.562 0.073
C -0.095 -3.260 -0.919
C -1.374 -3.788 -0.875
C -1.742 -4.631 0.159
C -0.819 -4.960 1.138
C 0.457 -4.425 1.097
C -0.182 -0.556 0.538
O -0.934 0.064 -0.193
C -0.690 -1.158 1.852
N -2.031 -0.717 2.068
N -3.072 -1.558 2.066
N -4.161 -0.921 2.188
C -3.887 0.413 2.262
C -4.709 1.533 2.391
C -4.091 2.760 2.435
C -2.697 2.894 2.357
C -1.864 1.808 2.231
C -2.481 0.563 2.180
O 3.348 -0.641 -2.275
H 5.189 -2.350 -3.393
H 6.418 -1.077 -3.498
H 4.941 -0.982 -4.475
H 6.208 0.578 -1.311
H 4.084 1.391 0.163
H 0.949 -0.104 -1.753
H 0.210 1.934 -2.214
H 0.528 4.419 -1.890
H 0.577 4.010 -0.159
H -2.149 1.813 -0.767
H -4.518 3.110 -0.842
H -3.861 5.731 -1.224
H 1.744 -1.766 1.902
H 3.044 -1.074 0.921
H 2.503 -2.672 -0.920
H 2.912 -3.514 0.585
H 0.188 -2.608 -1.733
H -2.087 -3.533 -1.644
H -2.743 -5.031 0.202
H -1.098 -5.626 1.942
H 1.171 -4.673 1.870
H -0.706 -2.249 1.815
H -0.052 -0.814 2.674
H -5.780 1.425 2.452
H -4.690 3.654 2.529
H -2.270 3.886 2.392
H -0.793 1.915 2.153

---

(Q)
64
Properties=species:S:1:pos:R:3 method="wB97M-V/def2-TZVPD" smiles=COc1ccc(CCN(Cc2nc(-c3ccccc3)no2)Cc2nc(-c3ccccc3)no2)cc1OC total_charge=0
C 2.149 1.568 7.182
O 1.069 0.782 6.750
C 1.247 -0.015 5.657
C 2.405 -0.095 4.904
C 2.479 -0.944 3.807
C 1.403 -1.733 3.451
C 1.453 -2.622 2.244
C 0.925 -1.891 0.997
N -0.478 -1.536 1.183
C -0.733 -0.126 1.357
C -0.552 0.700 0.125
N 0.379 0.611 -0.773
C 0.009 1.550 -1.701
C 0.716 1.758 -2.947
C 1.771 0.920 -3.293
C 2.406 1.083 -4.510
C 1.996 2.080 -5.379
C 0.949 2.921 -5.032
C 0.307 2.764 -3.821
N -1.080 2.187 -1.357
O -1.455 1.640 -0.170
C -1.410 -2.218 0.306
C -1.247 -1.847 -1.131
N -1.930 -0.978 -1.807
C -1.294 -0.953 -3.021
C -1.670 -0.067 -4.102
C -0.981 -0.113 -5.312
C -1.315 0.766 -6.323
C -2.331 1.690 -6.134
C -3.019 1.734 -4.933
C -2.694 0.857 -3.915
N -0.286 -1.786 -3.071
O -0.247 -2.376 -1.847
C 0.233 -1.656 4.205
C 0.136 -0.810 5.294
O -0.970 -0.666 6.078
C -2.108 -1.427 5.765
H 2.450 2.298 6.423
H 1.793 2.096 8.065
H 3.013 0.952 7.454
H 3.265 0.502 5.161
H 3.394 -0.986 3.235
H 2.480 -2.935 2.049
H 0.844 -3.511 2.412
H 1.519 -0.993 0.816
H 1.041 -2.540 0.127
H -1.763 0.015 1.697
H -0.059 0.239 2.139
H 2.071 0.142 -2.608
H 3.221 0.429 -4.782
H 2.493 2.204 -6.331
H 0.632 3.697 -5.712
H -0.516 3.400 -3.535
H -1.251 -3.294 0.416
H -2.429 -1.968 0.610
H -0.188 -0.834 -5.434
H -0.780 0.734 -7.261
H -2.586 2.379 -6.927
H -3.809 2.455 -4.788
H -3.214 0.883 -2.971
H -0.603 -2.269 3.912
H -1.909 -2.501 5.841
H -2.484 -1.199 4.762
H -2.859 -1.148 6.503

---

(P) is preferred energetically. Next in line: 1.746 eV higher.

---

(P)
68
Properties=species:S:1:pos:R:3 method="wB97M-V/def2-TZVPD" smiles="C=CCOC[C@@H](C(=O)N1CC2(CCCN(C(=O)[C@H](C)C(C)C)C2)C1)C(C)(C)C" total_charge=0
C 0.807 -1.397 4.420
C -0.003 -1.437 3.395
C -0.290 -2.655 2.593
O -0.144 -2.417 1.209
C 1.103 -2.899 0.774
C 1.255 -2.564 -0.672
C 1.188 -1.080 -0.897
O 2.052 -0.317 -0.506
N 0.138 -0.667 -1.653
C -1.236 -1.195 -1.678
C -1.772 0.273 -1.638
C -2.741 0.661 -2.735
C -3.176 2.110 -2.641
C -3.660 2.399 -1.254
N -2.645 2.077 -0.295
C -1.901 3.096 0.224
O -2.129 4.246 -0.084
C -0.892 2.787 1.285
C -1.639 2.780 2.599
C 0.230 3.776 1.254
C 0.954 3.739 -0.070
C 1.198 3.523 2.389
C -2.337 0.671 -0.307
C -0.291 0.719 -1.811
C 2.507 -3.137 -1.274
C 2.637 -2.608 -2.683
C 2.381 -4.649 -1.329
C 3.749 -2.775 -0.489
H 0.974 -0.479 4.972
H 1.338 -2.284 4.755
H -0.514 -0.535 3.065
H 0.337 -3.493 2.915
H -1.336 -2.951 2.747
H 1.911 -2.444 1.363
H 1.145 -3.990 0.909
H 0.408 -3.032 -1.204
H -1.455 -1.698 -2.615
H -1.487 -1.791 -0.807
H -2.272 0.479 -3.705
H -3.627 0.007 -2.682
H -2.339 2.779 -2.869
H -3.959 2.330 -3.375
H -3.963 3.424 -1.122
H -4.531 1.764 -1.029
H -0.436 1.794 1.126
H -2.502 2.107 2.562
H -1.000 2.456 3.415
H -2.008 3.783 2.825
H -0.198 4.776 1.378
H 1.425 2.761 -0.233
H 0.277 3.949 -0.902
H 1.742 4.493 -0.086
H 1.579 2.494 2.361
H 2.051 4.197 2.303
H 0.744 3.694 3.368
H -3.283 0.122 -0.158
H -1.694 0.378 0.518
H 0.093 1.377 -1.041
H -0.070 1.081 -2.809
H 2.815 -1.529 -2.686
H 3.476 -3.090 -3.185
H 1.729 -2.803 -3.267
H 2.364 -5.099 -0.332
H 1.471 -4.955 -1.856
H 3.235 -5.069 -1.862
H 3.721 -3.181 0.527
H 4.631 -3.189 -0.987
H 3.867 -1.694 -0.419

---

(Q)
68
Properties=species:S:1:pos:R:3 method="wB97M-V/def2-TZVPD" smiles="C=CCOC[C@@H](C(=O)N1CC2(CCCN(C(=O)[C@H](C)C(C)C)C2)C1)C(C)(C)C" total_charge=0
C 0.655 -0.511 4.076
C -0.226 -0.931 3.183
C -0.280 -2.327 2.647
O -0.123 -2.333 1.231
C 1.199 -2.666 0.828
C 1.257 -2.529 -0.682
C 1.141 -1.049 -1.020
O 1.977 -0.229 -0.671
N 0.073 -0.692 -1.773
C -1.298 -1.235 -1.765
C -1.830 0.218 -1.748
C -2.825 0.625 -2.818
C -3.136 2.118 -2.711
C -3.588 2.473 -1.299
N -2.596 2.041 -0.321
C -1.863 2.987 0.348
O -2.071 4.178 0.176
C -0.862 2.527 1.407
C -1.661 2.387 2.708
C 0.302 3.521 1.512
C 1.087 3.565 0.203
C 1.242 3.156 2.658
C -2.342 0.615 -0.365
C -0.370 0.693 -1.947
C 2.515 -3.172 -1.330
C 2.603 -2.732 -2.794
C 2.360 -4.696 -1.297
C 3.803 -2.777 -0.604
H 0.662 0.511 4.434
H 1.405 -1.180 4.484
H -0.966 -0.246 2.780
H 0.481 -2.954 3.122
H -1.257 -2.771 2.854
H 1.920 -1.984 1.290
H 1.430 -3.690 1.141
H 0.387 -3.051 -1.092
H -1.538 -1.792 -2.674
H -1.537 -1.832 -0.884
H -2.430 0.379 -3.808
H -3.748 0.048 -2.688
H -2.242 2.702 -2.948
H -3.907 2.403 -3.429
H -3.731 3.543 -1.181
H -4.533 1.966 -1.072
H -0.425 1.559 1.147
H -2.512 1.714 2.578
H -1.044 1.995 3.516
H -2.050 3.360 3.011
H -0.127 4.509 1.696
H 1.555 2.596 0.001
H 0.446 3.830 -0.639
H 1.883 4.310 0.258
H 1.606 2.130 2.547
H 2.111 3.816 2.656
H 0.766 3.248 3.635
H -3.280 0.082 -0.161
H -1.628 0.313 0.399
H 0.033 1.374 -1.198
H -0.147 1.084 -2.943
H 2.795 -1.661 -2.877
H 3.418 -3.260 -3.294
H 1.677 -2.957 -3.329
H 2.289 -5.081 -0.279
H 1.469 -5.012 -1.845
H 3.227 -5.167 -1.765
H 3.820 -3.163 0.418
H 4.662 -3.202 -1.127
H 3.914 -1.695 -0.566

---

(Q) is preferred energetically. Next in line: 0.420 eV higher.